1.
Computed, not measured: a molecular structure, C8H9AgF3O7 at a distorted geometry, with ωB97M-V/def2-TZVPD.

Structure (XYZ):
```
28
Properties=species:S:1:pos:R:3
Ag -0.773 -1.562 1.908
F 0.801 -2.462 0.509
F -1.173 -3.755 2.253
F 0.675 -1.363 3.521
C -4.124 -0.319 -0.367
C -2.890 -0.722 0.390
O -2.442 0.031 1.288
O -2.245 -1.762 0.062
H -4.690 0.389 0.244
H -4.792 -1.180 -0.484
H -3.897 0.080 -1.351
C 2.967 0.266 -2.260
C 2.117 -0.208 -1.316
C 1.302 0.769 -0.488
O 0.569 0.424 0.385
C 1.507 2.201 -0.811
C 2.337 2.619 -1.755
C 3.147 1.659 -2.568
O 4.019 2.075 -3.354
O 2.619 3.944 -1.927
O 2.103 -1.461 -1.041
H 3.576 -0.449 -2.799
H 0.891 2.931 -0.294
H 3.407 3.961 -2.512
H 1.454 -1.825 -0.210
O -2.108 -1.281 3.974
H -1.594 -1.063 4.765
H -2.763 -1.939 4.240
```

net charge: -2
electronic energy: -1283.48475 Ha
E_HOMO (alpha / beta): -2.4 / -2.0 eV
spin multiplicity: 2
largest force on an atom: 2.236 eV/Å
E_LUMO (alpha / beta): 4.43 / 4.43 eV

2.
Computed, not measured: C8H9BO4 in the gas phase at a distorted geometry, with ωB97M-V/def2-TZVPD.

Structure (XYZ):
```
22
Properties=species:S:1:pos:R:3
C 1.259 0.916 3.162
B 0.655 0.082 1.927
O 0.581 0.582 0.652
C 0.002 0.109 -0.496
C 0.128 0.938 -1.760
C -0.686 -1.066 -0.376
C -1.334 -1.604 -1.627
C -0.757 -1.754 0.927
O -1.348 -2.932 1.166
C -1.150 -3.253 2.461
O -1.607 -4.235 2.961
O -0.444 -2.249 3.054
C -0.111 -1.319 2.064
H 1.535 0.224 4.116
H 0.519 1.520 3.481
H 2.200 1.398 2.781
H -0.791 1.291 -1.939
H 0.442 0.319 -2.497
H 0.746 1.733 -1.598
H -1.140 -2.699 -1.559
H -0.920 -1.059 -2.561
H -2.505 -1.362 -1.696
```

SMILES: CB1OC(C)=C(C)c2oc(=O)oc21
electronic energy: -636.06972 Ha
energy above the lowest of the compared OMol25 structures with the same formula, charge and spin: 0.534 eV
E_HOMO: -8.7 eV
largest force on an atom: 5.639 eV/Å
E_LUMO: 0.39 eV

3.
Computed, not measured: C8H9Cl3N2O3 in the gas phase at a distorted geometry, with ωB97M-V/def2-TZVPD.

Structure (XYZ):
```
25
Properties=species:S:1:pos:R:3
C 2.333 0.820 -2.153
C 1.283 1.843 -1.544
C 1.071 1.411 -0.042
C -0.131 2.098 0.517
O -0.802 1.220 1.356
C -0.411 -0.022 0.889
C -1.208 -1.122 0.920
C -0.857 -2.375 1.377
Cl 0.749 -2.553 2.128
C -1.676 -3.599 1.581
Cl -2.644 -4.014 0.160
Cl -1.742 -4.356 3.147
N -2.539 -0.808 0.582
O -3.341 -0.869 1.454
O -2.706 -0.391 -0.599
N 0.709 0.097 0.198
H 2.081 -0.208 -2.285
H 3.235 0.858 -1.773
H 2.363 0.960 -3.239
H 1.527 2.891 -1.731
H 0.329 1.693 -2.014
H 1.954 1.614 0.645
H -0.797 2.486 -0.270
H 0.179 3.004 1.004
H 1.038 -0.677 -0.307
```

SMILES: CC[C@H]1CO/C(=C(/C(Cl)=C(Cl)Cl)[N+](=O)[O-])N1
electronic energy: -2025.79326 Ha
energy above the lowest of the compared OMol25 structures with the same formula, charge and spin: 2.060 eV
E_HOMO: -7.1 eV
largest force on an atom: 6.032 eV/Å
E_LUMO: -0.50 eV

4.
Computed, not measured: C8H9ClN2O4 in the gas phase at a distorted geometry, with ωB97M-V/def2-TZVPD.

Structure (XYZ):
```
24
Properties=species:S:1:pos:R:3
C 1.248 0.585 2.188
C 0.898 -0.162 0.928
C 0.446 -1.394 0.952
C -0.187 -2.039 -0.147
C -1.120 -1.421 -0.847
C -1.383 0.016 -0.438
C -0.529 0.893 -0.914
C -0.106 0.954 -2.375
Cl -0.458 2.518 -0.238
N -2.052 0.128 0.838
O -2.299 -0.914 1.448
O -2.197 1.246 1.278
N 1.683 0.277 -0.267
O 1.900 -0.593 -1.075
O 1.938 1.481 -0.364
H 1.467 1.503 1.828
H 2.010 0.142 2.781
H 0.254 0.615 2.725
H 0.331 -2.029 1.805
H 0.082 -3.016 -0.416
H -1.722 -1.997 -1.538
H 0.806 1.560 -2.518
H -0.988 1.664 -2.782
H -0.022 -0.017 -2.850
```

SMILES: C/C(=C/C=C\C(=C(/C)Cl)[N+](=O)[O-])[N+](=O)[O-]
electronic energy: -1180.55340 Ha
energy above the lowest of the compared OMol25 structures with the same formula, charge and spin: 2.166 eV
E_HOMO: -9.4 eV
largest force on an atom: 4.570 eV/Å
E_LUMO: -1.15 eV

5.
Computed, not measured: a molecular structure, C8H9N2O at a distorted geometry, with ωB97M-V/def2-TZVPD.

Structure (XYZ):
```
20
Properties=species:S:1:pos:R:3
C 1.798 -1.702 0.450
C 2.638 1.390 0.183
C 1.287 1.402 0.445
C 0.524 -1.835 -0.066
C 3.610 0.441 -0.074
C -0.317 -2.873 0.082
C 0.279 -0.563 -0.871
C -1.130 0.956 0.283
N 2.820 -1.205 0.665
N 0.284 0.719 -0.073
O 4.626 0.090 -0.412
H 3.321 2.266 0.590
H 1.098 2.307 1.014
H -1.204 -2.927 -0.454
H -0.195 -3.762 0.654
H 1.039 -0.310 -1.736
H -0.771 -0.429 -1.365
H -1.153 1.840 0.748
H -1.845 1.038 -0.515
H -1.490 0.057 1.014
```

net charge: +1
electronic energy: -494.59503 Ha
energy above the lowest of the compared OMol25 structures with the same formula, charge and spin: 4.204 eV
E_HOMO: -13.5 eV
largest force on an atom: 4.299 eV/Å
E_LUMO: -4.33 eV

6.
Computed, not measured: a molecular structure, C8H9N2O at a distorted geometry, with ωB97M-V/def2-TZVPD.

Structure (XYZ):
```
20
Properties=species:S:1:pos:R:3
C -1.371 -0.820 -1.162
C -0.086 -1.799 1.566
C 0.283 -0.441 1.550
C -0.637 0.381 -1.486
C -0.507 -2.732 0.628
C -0.897 1.353 -2.346
C 0.780 0.048 -0.796
C 0.930 1.806 1.063
N -1.618 -1.852 -0.627
N 0.601 0.412 0.583
O -0.654 -3.811 0.350
H -0.368 -2.163 2.470
H 0.246 -0.081 2.546
H -0.293 2.071 -2.863
H -1.868 1.444 -2.649
H 1.030 -1.005 -1.076
H 1.418 0.708 -1.349
H 0.592 1.928 2.066
H 1.974 1.995 1.190
H 0.444 2.559 0.342
```

net charge: +1
electronic energy: -494.60086 Ha
energy above the lowest of the compared OMol25 structures with the same formula, charge and spin: 4.046 eV
E_HOMO: -13.3 eV
largest force on an atom: 5.318 eV/Å
E_LUMO: -4.56 eV